No. 1
3 unconnected molecules or ions with the total composition C6H18BClN2O3P. Source: OMol25; level of theory: ωB97M-V/def2-TZVPD.

The geometry in ORCA input format:
```
! RIJCOSX wB97M-V def2-TZVPD def2/J DEFGRID3
* xyz -1 1
O 1.76 -4.99 -0.48
P 1.37 -3.75 -1.24
B 2.11 -2.02 -0.71
Cl 3.10 -1.21 -2.16
H -0.05 -3.63 -1.15
H 1.54 -3.94 -2.64
H 2.83 -2.20 0.23
H 1.18 -1.29 -0.44
C -1.05 0.02 3.09
C -0.54 -0.87 1.98
O 0.54 -1.42 1.96
N -1.38 -1.02 0.90
C -2.69 -0.46 0.69
H -0.32 0.09 3.89
H -1.22 1.01 2.65
H -1.99 -0.36 3.49
H -0.98 -1.61 0.18
H -3.44 -1.24 0.57
H -2.73 0.17 -0.20
H -2.97 0.16 1.54
C 0.71 3.84 -0.64
C 0.02 2.65 -0.02
O -0.47 2.69 1.10
N -0.02 1.50 -0.74
C 0.53 1.23 -2.05
H 0.66 4.66 0.07
H 1.75 3.62 -0.85
H 0.22 4.14 -1.57
H -0.46 0.74 -0.25
H -0.26 0.91 -2.74
H 1.28 0.44 -2.00
H 0.99 2.13 -2.46
*
```

Strongest force on any atom   0.8 eV/Å
HOMO level   -0.1791 hartree

Here are the natural (NBO) charges for atoms 1 to 2, given in e:
1 O -1.15
2 P 1.32

No. 2
A single C6H18BO2P molecule. Source: OMol25; level of theory: ωB97M-V/def2-TZVPD.

The geometry in ORCA input format:
```
! RIJCOSX wB97M-V def2-TZVPD def2/J DEFGRID3
* xyz 0 1
C 1.15 -2.64 0.31
C 1.16 -1.85 -1.06
C 2.39 -0.86 -1.03
C 2.03 0.66 -1.18
P 0.77 1.33 0.09
B -0.64 2.00 1.30
O -0.30 2.57 2.56
O -2.01 1.93 0.94
C -2.33 0.73 0.24
C -3.88 0.49 0.21
H 2.19 -2.95 0.58
H 0.52 -3.55 0.28
H 0.82 -1.99 1.15
H 1.34 -2.60 -1.85
H 0.19 -1.32 -1.18
H 3.03 -1.13 -1.90
H 3.00 -1.03 -0.12
H 2.98 1.23 -1.04
H 1.68 0.89 -2.22
H 0.68 0.06 0.77
H 1.73 2.28 0.62
H -0.05 1.77 -1.02
H 0.13 1.92 3.12
H -2.03 0.83 -0.84
H -1.83 -0.18 0.62
H -4.20 0.49 1.28
H -4.15 -0.44 -0.32
H -4.36 1.34 -0.31
*
```

SMILES   CCCC[PH3]B(O)OCC
Strongest force on any atom   2.3 eV/Å
HOMO level   -0.2741 hartree

Here are the natural (NBO) charges for atoms 1 to 2, given in e:
1 C -0.61
2 C -0.41

No. 3
A molecular structure, C6H18BaO6. Source: OMol25; level of theory: ωB97M-V/def2-TZVPD.

The geometry in ORCA input format:
```
! RIJCOSX wB97M-V def2-TZVPD def2/J DEFGRID3
* xyz 2 1
Ba -2.35 2.04 1.66
C 0.96 -0.76 6.33
O -0.30 -0.43 5.93
H 0.98 -1.21 7.32
H 1.48 -1.39 5.61
H 1.58 0.13 6.50
H -0.95 -0.67 6.60
C -7.35 2.13 -1.95
O -6.42 2.96 -1.24
H -6.76 1.39 -2.50
H -7.97 1.59 -1.24
H -8.02 2.64 -2.65
H -6.77 3.73 -0.80
C -1.88 0.04 -3.98
O -1.77 1.16 -3.11
H -0.85 -0.10 -4.31
H -2.38 -0.70 -3.35
H -2.50 0.52 -4.73
H -1.49 1.84 -3.72
C 4.88 0.03 -2.06
O 3.67 0.04 -1.29
C 3.54 -0.81 -0.28
O 2.64 -0.64 0.61
O 4.42 -1.82 -0.30
C 4.53 -2.75 0.76
H 5.70 -0.33 -1.44
H 5.00 1.04 -2.45
H 4.73 -0.54 -2.97
H 5.13 -3.55 0.32
H 3.59 -3.23 1.05
H 4.93 -2.33 1.68
*
```

Strongest force on any atom   4.0 eV/Å
HOMO level   -0.5372 hartree

Here are the natural (NBO) charges for atoms 1 to 2, given in e:
1 Ba 1.99
2 C -0.25

No. 4
A molecular structure, C6H18BeN2O12. Source: OMol25; level of theory: ωB97M-V/def2-TZVPD.

The geometry in ORCA input format:
```
! RIJCOSX wB97M-V def2-TZVPD def2/J DEFGRID3
* xyz 0 1
Be -0.89 -21.95 15.94
N -2.04 -21.33 19.44
O -1.81 -22.08 20.40
O -2.88 -20.42 19.49
O -1.39 -21.49 18.36
N -1.07 -20.16 12.56
O -1.75 -20.79 11.73
O -0.70 -19.01 12.33
O -0.78 -20.70 13.66
C -0.33 -19.17 16.91
C 1.06 -19.59 16.48
O 1.22 -20.94 16.82
O -1.27 -19.72 16.01
H -0.43 -18.08 16.92
H -0.48 -19.47 17.95
H 1.74 -18.98 17.08
H 1.19 -19.38 15.41
H 2.13 -21.13 17.06
H -1.45 -19.07 15.32
C -3.88 -22.86 15.20
C -3.13 -23.36 14.00
O -1.73 -23.46 14.33
O -3.32 -21.57 15.42
H -3.74 -23.50 16.07
H -4.92 -22.78 14.88
H -3.18 -22.74 13.11
H -3.41 -24.39 13.75
H -1.16 -23.64 13.58
H -4.04 -20.97 15.63
C 0.92 -24.25 15.01
C 1.18 -24.28 16.49
O -0.04 -23.88 17.10
O 0.62 -22.93 14.59
H 0.05 -24.87 14.78
H 1.74 -24.72 14.46
H 1.95 -23.56 16.79
H 1.45 -25.27 16.87
H 0.08 -24.00 18.05
H 1.41 -22.56 14.16
*
```

Strongest force on any atom   2.3 eV/Å
HOMO level   -0.3086 hartree

Here are the natural (NBO) charges for atoms 1 to 2, given in e:
1 Be 1.67
2 N 0.72

No. 5
2 unconnected molecules or ions with the total composition C6H18N2. Source: OMol25; level of theory: ωB97M-V/def2-TZVPD.

The geometry in ORCA input format:
```
! RIJCOSX wB97M-V def2-TZVPD def2/J DEFGRID3
* xyz 0 1
N -1.33 -15.52 9.13
C -0.81 -16.89 8.82
C -3.28 -14.11 8.81
C -2.78 -15.47 9.34
H -0.87 -15.17 9.98
H -0.61 -17.47 9.74
H 0.11 -16.87 8.22
H -1.60 -17.40 8.25
H -4.38 -14.12 8.78
H -2.90 -13.91 7.80
H -2.96 -13.29 9.48
H -3.31 -16.22 8.72
H -3.07 -15.65 10.40
N 1.72 -13.91 5.62
C 0.44 -13.92 6.30
C 3.60 -15.24 5.20
C 2.14 -15.29 5.41
H 2.39 -13.33 6.14
H -0.30 -14.51 5.74
H 0.02 -12.91 6.47
H 0.61 -14.40 7.28
H 3.74 -14.49 4.39
H 4.10 -16.18 4.89
H 4.09 -14.87 6.11
H 1.91 -15.87 6.33
H 1.57 -15.75 4.58
*
```

SMILES   CCNC.CCNC
Strongest force on any atom   1.4 eV/Å
HOMO level   -0.3112 hartree

Here are the natural (NBO) charges for atoms 1 to 2, given in e:
1 N -0.64
2 C -0.41

No. 6
A molecular structure, C6H18N2O2P. Source: OMol25; level of theory: ωB97M-V/def2-TZVPD.

The geometry in ORCA input format:
```
! RIJCOSX wB97M-V def2-TZVPD def2/J DEFGRID3
* xyz 1 3
C -1.48 -1.91 0.91
C -2.41 1.76 0.77
C 1.78 -0.46 -0.74
C 0.91 -1.22 0.23
C 2.86 0.27 0.07
C -0.61 -1.44 -0.21
N 2.33 1.49 0.62
N -0.97 -1.77 -1.44
O 0.02 1.95 -0.44
O -1.83 0.98 -1.70
P -1.09 0.91 -0.29
H -1.29 -1.38 1.84
H -1.24 -2.96 1.11
H -2.49 -1.97 0.62
H -3.00 2.49 0.23
H -3.16 0.94 1.02
H -1.97 2.29 1.71
H 1.34 0.20 -1.51
H 2.21 -1.34 -1.36
H 0.62 -0.61 1.11
H 1.43 -2.07 0.59
H 3.76 0.50 -0.48
H 2.91 -0.39 0.94
H 3.04 2.17 0.72
H 1.81 1.38 1.55
H 0.96 1.77 0.07
H -1.83 1.90 -2.00
H -1.99 -2.08 -1.59
H -0.63 -1.42 -2.35
*
```

Strongest force on any atom   4.9 eV/Å
HOMO level (spin up / spin down)   -0.3288 / -0.5110 hartree

Here are the natural (NBO) charges for atoms 1 to 2, given in e:
1 C -0.67
2 C -0.98

No. 7
2 unconnected molecules or ions with the total composition C6H18N2Si. Source: OMol25; level of theory: ωB97M-V/def2-TZVPD.

The geometry in ORCA input format:
```
! RIJCOSX wB97M-V def2-TZVPD def2/J DEFGRID3
* xyz 0 3
C 2.84 0.81 0.67
C 2.50 -1.17 -0.78
C 0.64 0.47 -0.71
C -2.23 2.46 0.01
C -2.92 -1.73 -0.21
C 1.82 -0.14 0.10
N -2.57 1.06 -0.15
N 1.20 -0.90 1.15
Si -3.22 -0.13 0.69
H 3.83 0.56 0.13
H 2.68 1.89 0.59
H 2.91 0.61 1.73
H 3.30 -1.79 -0.24
H 3.06 -0.63 -1.63
H 1.80 -1.91 -1.26
H 0.69 1.54 -0.71
H 0.74 0.16 -1.76
H -0.27 0.14 -0.31
H -1.37 2.62 0.66
H -1.83 2.85 -0.97
H -3.12 3.12 0.38
H -2.44 -1.54 -1.22
H -2.30 -2.41 0.47
H -3.78 -2.37 -0.61
H 0.32 -1.35 0.83
H 1.84 -1.66 1.30
H -4.11 -0.53 1.85
*
```

Strongest force on any atom   7.0 eV/Å
HOMO level (spin up / spin down)   -0.1944 / -0.3358 hartree

Here are the natural (NBO) charges for atoms 1 to 2, given in e:
1 C -0.62
2 C -0.62

No. 8
2 unconnected molecules or ions with the total composition C6H18N3. Source: OMol25; level of theory: ωB97M-V/def2-TZVPD.

The geometry in ORCA input format:
```
! RIJCOSX wB97M-V def2-TZVPD def2/J DEFGRID3
* xyz 1 1
C -1.84 0.76 -1.58
C 0.60 1.64 -0.89
C -1.27 1.45 0.72
C 1.45 -0.08 1.78
C -0.22 -0.64 -0.11
C -0.70 0.87 -0.54
N -0.79 -1.67 -0.66
N 0.57 -0.93 0.93
N 0.59 -2.34 1.20
H -1.50 0.50 -2.58
H -2.60 -0.06 -1.45
H -2.22 1.69 -1.68
H 1.17 1.65 -0.04
H 0.43 2.66 -1.22
H 1.20 1.23 -1.64
H -2.12 0.89 1.09
H -1.64 2.49 0.48
H -0.57 1.75 1.58
H 2.42 0.01 1.24
H 1.06 0.86 2.07
H 1.68 -0.72 2.70
H 2.26 -0.99 -1.24
H -0.84 -2.69 -0.23
H 1.32 -2.90 0.58
H 2.26 -1.74 -1.37
H 0.72 -2.39 2.21
H -1.43 -1.29 -1.35
*
```

Strongest force on any atom   4.1 eV/Å
HOMO level   -0.5066 hartree

Here are the natural (NBO) charges for atoms 1 to 2, given in e:
1 C -0.63
2 C -0.60

Question: Which value of strongest force on any atom does entry 3 give?
Answer: 4.0 eV/Å

Question: Which of these has the highest strongest force on any atom?
Answer: C6H18N2Si

Question: Look up the strongest force on any atom of the first one.
Answer: 0.8 eV/Å